Computed, not measured: a molecular structure, C18H22F5N3O8P2Pd in a non-equilibrium geometry, with ωB97M-V/def2-TZVPD.

Computed properties:
- molecular weight (g mol⁻¹) = 671.7
- Kohn-Sham gap (eV) = 5.94
- electronic energy (eV) = -75520.6445

Each line ends with the Löwdin charge.
CARTESIAN COORDINATES (ANGSTROEM)
Pd -1.49441 -3.03812 -0.05568  0.79
C 1.83709 -4.82672 -2.42108  -0.06
C 1.28329 -4.53932 -1.04538  -0.62
O 2.18829 -4.92632 -0.03128  -0.05
P 1.08089 -2.75072 -0.67098  0.45
O 2.49529 -2.10592 -1.04518  -0.10
O 0.15699 -2.01072 -1.76648  -0.16
O 0.65289 -2.41452 0.70352  -0.28
P -0.29181 -5.47932 -0.77158  0.30
O -1.21911 -4.65782 -1.90518  -0.22
O -0.15421 -6.89262 -1.12658  -0.26
O -0.76631 -5.06912 0.60592  -0.34
H 2.82089 -4.38412 -2.56208  0.08
H 1.14689 -4.46212 -3.17968  0.08
H 1.92299 -5.90752 -2.51808  0.09
H 1.66799 -5.28632 0.70332  0.10
H 3.17429 -2.34622 -0.41468  0.09
H 0.61679 -1.85822 -2.59628  0.09
H -1.79271 -5.29952 -2.33538  0.07
C 4.17029 4.71088 -1.26788  -0.05
C 2.98429 4.84778 -0.36638  -0.28
C 2.72509 3.92368 0.63822  -0.03
C 1.62009 4.03928 1.45632  -0.02
C 0.73079 5.09698 1.28372  -0.28
N -0.39501 5.28158 2.08422  0.13
C -1.00811 4.42458 2.97532  -0.52
O -1.55731 4.86148 3.96412  0.09
N -0.97171 3.07308 2.71522  0.14
C -1.02501 2.38758 1.49562  -0.21
C -1.18321 3.04518 0.25512  0.04
C -1.11431 2.26608 -0.91888  -0.02
C -1.06871 0.91628 -0.86148  -0.04
N -1.12891 0.24698 0.36742  -0.07
C -0.93901 1.02128 1.52412  0.05
C 1.00069 6.04708 0.29582  -0.02
C 2.10579 5.91878 -0.51638  -0.04
H 4.68489 3.76788 -1.09788  0.08
H 4.87649 5.52518 -1.10108  0.09
H 3.85659 4.75558 -2.31058  0.08
H 3.40629 3.09978 0.78782  0.11
H 1.45619 3.31878 2.24032  0.11
H -0.66161 6.24738 2.23052  0.16
H -1.27731 2.53008 3.51252  0.16
H -1.34291 4.10368 0.19202  0.11
H -1.09331 2.76688 -1.87538  0.12
H -1.02401 0.27908 -1.73028  0.12
H -0.80201 0.45518 2.43242  0.15
H 0.32699 6.88088 0.16412  0.11
H 2.29559 6.65308 -1.28428  0.12
F -4.07051 -3.03752 -0.56748  -0.02
C -3.48581 -3.67942 0.53152  -0.34
F -3.99191 -3.04292 1.62752  0.05
C -3.92071 -5.13312 0.50102  -0.59
F -3.42621 -5.70452 -0.61758  0.12
F -3.46891 -5.80962 1.54922  0.17
F -5.25311 -5.33542 0.45112  0.15
C -2.06521 -0.81642 0.47672  -0.12
H -2.84481 -0.76872 -0.29788  0.07
H -2.44661 -0.90902 1.49442  0.07